Entry 1:
48
Properties=species:S:1:pos:R:3:forces:R:3 method="wB97M-V/def2-TZVPD" smiles="O=C(CCS(=O)(=O)c1ccccc1)Nc1ccc(S(=O)(=O)Nc2ncccn2)cc1" e_above_lowest_kcal_mol=7.2 e_homo_ev=-8.9 lumo_ha=0.004
O -1.41951 -1.89847 1.43068 0.065 0.033 0.185
C -1.32448 -2.29937 0.29501 -0.501 -0.604 -0.053
N -0.16422 -2.70026 -0.29797 0.270 -0.378 -0.267
C 1.11201 -2.21831 0.00951 0.337 0.106 0.168
C 2.08227 -2.28755 -0.99089 0.039 0.041 0.095
C 3.30615 -1.67809 -0.80738 -0.057 -0.161 -0.081
C 3.55926 -1.02040 0.38065 0.586 0.304 0.200
C 2.63730 -1.00516 1.40704 0.085 -0.204 0.009
C 1.41305 -1.62415 1.23270 -0.068 -0.044 0.111
H 0.67042 -1.60226 2.01203 0.032 -0.016 0.025
H 2.88562 -0.48391 2.31640 -0.067 0.060 0.123
S 4.98474 0.04059 0.44453 0.018 0.241 -0.411
O 5.21563 0.53565 1.76052 -0.448 -0.044 0.023
O 6.08551 -0.53116 -0.27310 -0.208 -0.080 -0.272
N 4.45136 1.29333 -0.57768 0.881 -0.596 0.409
C 3.18561 1.79469 -0.51487 -1.106 0.536 0.160
N 2.54546 1.67561 0.64327 0.320 0.155 0.113
C 1.32640 2.17984 0.69992 -0.204 0.213 -0.261
C 0.71746 2.78874 -0.38545 0.207 -0.012 0.076
C 1.47256 2.84176 -1.54771 -0.189 0.090 0.216
N 2.70055 2.36077 -1.61980 0.545 -0.228 -0.200
H 1.08878 3.28169 -2.45871 -0.108 0.050 -0.019
H -0.28339 3.18263 -0.33838 -0.112 0.040 0.007
H 0.83564 2.08999 1.66073 -0.152 0.018 0.047
H 4.89365 1.34459 -1.48223 0.122 -0.190 -0.036
H 4.06221 -1.68456 -1.57649 0.022 -0.035 -0.170
H 1.85686 -2.77563 -1.92827 -0.022 -0.042 -0.110
H -0.24194 -3.03836 -1.24799 -0.084 0.097 0.170
C -2.54673 -2.41603 -0.61427 0.011 0.044 0.284
C -2.43184 -1.48367 -1.81025 0.091 0.783 0.471
H -1.72916 -1.83537 -2.56280 0.100 0.122 -0.091
H -3.39350 -1.30500 -2.28309 -0.048 0.015 -0.066
S -1.77277 0.17128 -1.33660 -0.111 -0.039 -0.697
O -0.38855 0.01025 -0.97217 -0.222 -0.099 0.338
O -2.06524 1.04820 -2.43936 -0.341 0.031 -0.008
C -2.71793 0.69802 0.08834 0.334 -0.266 -0.472
C -4.06810 0.94557 -0.06997 -0.164 0.031 -0.046
C -4.80909 1.35017 1.02772 -0.032 -0.050 -0.090
C -4.18990 1.50191 2.25945 0.025 0.006 0.017
C -2.83242 1.26077 2.39951 0.030 0.054 -0.057
C -2.08658 0.85530 1.30493 0.124 0.050 0.058
H -1.03088 0.65150 1.37189 0.094 -0.062 0.098
H -2.35560 1.38360 3.35935 0.053 0.007 0.089
H -4.77072 1.81466 3.11422 -0.044 0.022 0.074
H -5.86519 1.54713 0.92308 -0.077 0.021 -0.019
H -4.51783 0.83733 -1.04472 -0.140 0.026 -0.105
H -3.41716 -2.14796 -0.01228 0.125 -0.090 -0.012
H -2.66579 -3.44988 -0.94904 -0.009 0.041 -0.024


Entry 2:
49
Properties=species:S:1:pos:R:3:forces:R:3 method="wB97M-V/def2-TZVPD" total_charge=+2 multiplicity=3 e_homo_ev="-14.0 / -14.2" lumo_ha="-0.309 / -0.300"
Mo -0.40648 0.27918 -1.62414 0.480 0.359 -0.767
S 1.24262 -1.24722 -2.17046 -0.116 0.248 0.166
C 1.81072 -0.94388 -0.51831 -0.476 -0.186 0.079
N 3.14919 -0.97859 -0.36308 -0.087 0.274 0.365
N 3.73201 -0.98366 0.77738 0.069 -0.117 -0.283
C 3.35845 -1.46117 2.05948 -0.004 0.168 0.037
C 4.02357 -0.88345 3.13770 0.034 0.099 0.005
C 3.78599 -1.36173 4.41359 0.002 0.023 0.034
C 2.92230 -2.43169 4.59812 -0.039 -0.063 -0.042
C 2.29352 -3.02915 3.50420 0.010 0.016 0.110
C 2.50046 -2.54593 2.22954 -0.036 0.009 -0.148
N 0.97619 -0.63037 0.48580 0.234 -0.187 0.012
N -0.29560 -0.43606 0.20629 -0.017 -0.245 0.275
C -1.23951 -0.51144 1.27528 0.088 0.149 -0.087
C -0.83363 -0.70170 2.59114 0.050 0.009 -0.008
C -1.79869 -0.74282 3.58162 -0.038 -0.022 0.028
C -3.14594 -0.60928 3.26383 0.013 0.019 0.010
C -3.53981 -0.44270 1.94183 -0.022 -0.006 0.049
C -2.58559 -0.38921 0.94392 0.045 -0.051 -0.048
H 4.70947 -0.71727 0.68580 0.048 -0.130 0.054
H 4.71217 -0.06057 2.97799 -0.026 -0.033 0.010
H 4.28455 -0.90803 5.25916 0.001 -0.017 -0.017
H 2.75603 -2.82280 5.59348 -0.011 0.010 -0.029
H 1.65478 -3.88965 3.64978 0.004 0.006 0.006
H 2.04575 -3.03885 1.38089 -0.025 0.040 -0.021
H 0.21506 -0.80328 2.83023 0.010 -0.009 0.010
H -1.49863 -0.88624 4.61109 -0.007 0.024 -0.013
H -3.89131 -0.63538 4.04736 0.017 -0.031 -0.009
H -4.58887 -0.35970 1.69168 0.026 0.009 0.002
H -2.88972 -0.28043 -0.09101 -0.023 0.022 -0.020
B -2.18100 2.25191 -2.31017 0.228 -0.065 -0.264
N -2.44463 1.13666 -3.36827 0.049 -0.273 0.224
C -3.18834 0.94393 -4.44667 -0.059 0.042 -0.078
C -2.94618 -0.34015 -4.94940 -0.084 0.039 -0.080
C -2.01061 -0.89579 -4.11050 0.035 0.243 0.113
N -1.70122 0.00853 -3.14545 -0.072 -0.228 -0.133
N -0.78459 2.89109 -2.57893 0.014 0.057 0.269
C -0.31160 3.99037 -3.14773 0.022 -0.002 0.007
C 1.08392 3.98606 -3.05246 0.021 0.079 -0.055
C 1.40603 2.81396 -2.40910 -0.132 -0.034 -0.048
N 0.26477 2.14817 -2.11189 -0.005 -0.243 -0.092
H -3.06444 3.03350 -2.17269 0.047 -0.109 0.048
H -1.93463 1.56417 -1.26851 -0.295 0.170 0.186
H -3.84686 1.71880 -4.81012 0.004 -0.043 0.035
H -3.40314 -0.79478 -5.81209 0.016 0.023 0.031
H -1.54930 -1.86944 -4.12729 0.013 -0.007 0.010
H -0.97719 4.71335 -3.59451 0.020 0.001 0.059
H 1.76095 4.74254 -3.41105 -0.025 -0.022 0.007
H 2.36898 2.41021 -2.14338 -0.001 -0.017 0.001


Entry 3:
49
Properties=species:S:1:pos:R:3:forces:R:3 method="wB97M-V/def2-TZVPD" smiles="CCCCCCC#C[C@]1(C(F)(F)F)CC(c2ccc(Br)s2)=C(c2nnn[nH]2)C(=O)N1" e_homo_ev=-8.9 lumo_ha=-0.032
O -2.02996 -3.25712 -3.34266 -1.633 0.243 -0.162
F 1.17382 -0.67325 -2.84789 -1.943 1.138 -0.054
F 0.40932 1.34706 -2.32434 -0.272 -1.374 0.133
F -0.74773 0.18747 -3.73330 1.128 -0.672 0.925
Br -6.77748 4.17497 -3.75912 0.821 -0.596 0.409
C 0.70756 -0.78756 0.78256 -0.631 -0.408 -1.217
C -0.00764 -0.73179 -0.19944 1.257 0.595 0.823
N -6.35516 -1.76130 -4.67212 -0.932 -0.302 0.766
N -5.79270 -2.83490 -5.05408 1.562 -0.047 -0.404
N -5.58572 -1.10240 -3.81047 0.042 2.301 0.249
S -4.36155 2.02291 -3.75895 -0.939 0.178 1.286
C -2.18161 -2.23384 -2.66609 1.694 -2.080 -1.782
C -4.40481 -1.65822 -3.76174 -0.848 -1.708 -0.401
C -5.62312 2.91834 -2.88029 -0.020 -0.501 -0.874
C -5.81528 2.43207 -1.62997 -0.556 0.611 0.644
C -4.89318 1.39793 -1.28416 -0.499 -0.035 0.485
C -4.12312 1.02445 -2.34247 0.160 0.216 0.198
C -3.28085 -1.27284 -2.87011 0.186 1.023 0.749
C -3.16276 -0.07833 -2.20493 -1.005 -1.230 -1.074
N -4.55418 -2.78849 -4.53470 0.589 0.986 0.844
N -1.10274 -2.00938 -1.85228 -1.272 2.637 0.686
C 3.46361 1.12411 6.92941 0.280 -0.620 -0.522
C 1.60170 -0.93451 1.94477 -0.216 0.750 0.488
C 3.48494 2.04569 5.71554 -0.114 -0.071 0.062
C 1.54229 0.34248 2.81869 -0.841 -0.645 0.048
C 2.38059 1.79788 4.69672 0.390 -0.869 -0.165
C 2.54050 0.42835 3.95589 -0.496 0.796 0.864
C 0.01844 0.07060 -2.60192 0.543 0.430 0.000
C -2.14111 0.08984 -1.13031 0.929 -0.329 -0.010
C -0.80506 -0.63228 -1.44313 0.343 -0.154 0.502
H -6.61841 2.80156 -0.95878 0.762 -0.270 -0.584
H -4.87730 0.92123 -0.27131 0.037 0.393 -1.206
H -3.83940 -3.46447 -4.66717 0.396 -0.812 -0.240
H -0.31125 -2.53896 -2.13234 0.581 -0.651 -0.137
H 3.73647 0.08783 6.63811 -0.262 0.488 0.194
H 4.25017 1.46867 7.59315 -0.114 -0.076 0.452
H 2.48969 1.10030 7.42971 0.204 0.084 0.027
H 2.64556 -0.97411 1.62015 -0.164 -0.630 -0.183
H 1.30351 -1.81446 2.54592 0.384 0.274 -0.427
H 4.48481 1.95290 5.26885 -0.227 0.293 -0.121
H 3.32810 3.06669 6.05776 0.370 0.209 0.099
H 1.69329 1.17425 2.16089 0.245 0.625 -0.457
H 0.50263 0.46313 3.15787 0.265 -0.049 0.270
H 2.42384 2.60577 3.93898 -0.382 -0.337 0.403
H 1.44210 1.81350 5.28148 0.063 0.159 -0.654
H 3.55944 0.41457 3.58139 0.241 -0.223 -0.233
H 2.44176 -0.39320 4.68809 -0.052 0.203 -0.388
H -2.46889 -0.36419 -0.19046 -0.277 -0.043 -0.127
H -1.98594 1.13889 -0.89910 0.223 0.101 -0.182


Entry 4:
52
Properties=species:S:1:pos:R:3:forces:R:3 method="wB97M-V/def2-TZVPD" total_charge=+1 multiplicity=5 e_above_lowest_kcal_mol=36.4 e_homo_ev="-11.0 / -11.0" lumo_ha="-0.118 / -0.182"
Ir -0.19986 0.30237 -0.89858 0.103 -0.038 0.309
C -4.64427 3.50374 -1.42342 0.059 -0.057 -0.003
C -3.18843 3.77982 -1.40527 0.031 -0.084 -0.069
N -2.62356 4.92814 -1.23450 0.178 -0.023 -0.018
N -1.27888 4.66624 -1.28140 -0.003 0.317 0.057
C -0.99037 3.38653 -1.46542 -0.019 0.049 -0.063
S 0.51704 2.61868 -1.58123 -0.090 -0.161 0.062
N -2.20913 2.80752 -1.56210 -0.221 -0.177 0.067
N -2.33072 1.43975 -1.71489 -0.252 -0.164 -0.331
H -5.17685 4.44993 -1.40084 -0.006 0.007 0.006
H -4.93836 2.91348 -0.55315 0.016 0.014 -0.012
H -4.92700 2.95453 -2.32282 0.011 0.030 0.010
H -0.61750 5.41701 -1.16434 -0.004 0.024 -0.005
H -3.00066 1.03285 -1.06629 0.048 0.009 0.066
H -2.56515 1.19060 -2.67111 -0.060 0.075 -0.012
Br 7.63441 -2.20253 -1.36531 -0.019 0.020 0.004
C 6.31341 -0.88404 -1.05478 0.084 -0.102 -0.018
C 6.68496 0.44938 -0.99276 -0.040 0.092 0.016
C 5.71163 1.41454 -0.77096 0.036 -0.011 -0.011
C 4.38528 1.04635 -0.60909 -0.006 0.028 -0.024
C 4.03194 -0.29726 -0.66465 -0.092 0.095 0.004
C 4.99821 -1.27128 -0.89070 -0.037 -0.015 0.003
C 2.62060 -0.74583 -0.47072 0.095 0.132 0.158
O 2.32018 -1.91891 -0.42266 -0.035 -0.003 -0.081
O 1.74230 0.24754 -0.30121 0.217 -0.186 -0.165
H 7.72302 0.72740 -1.11423 -0.020 0.003 -0.009
H 5.99622 2.45765 -0.72317 -0.005 -0.022 0.002
H 3.62313 1.79366 -0.43449 0.023 -0.018 0.022
H 4.70952 -2.31190 -0.93451 0.012 0.015 0.018
N 0.05257 -3.83594 -1.84238 0.039 0.068 -0.039
C -0.15890 -2.65819 -1.27726 -0.101 -0.106 0.048
O -0.09470 -1.62030 -1.97543 0.124 0.066 -0.277
C -0.47919 -2.62497 0.18991 -0.140 0.102 0.073
I -4.55803 -1.77696 -0.21009 0.077 0.031 0.099
H 0.36387 -3.86663 -2.80039 -0.003 -0.013 -0.018
H 0.05609 -4.68340 -1.30300 -0.029 0.000 0.019
H 0.39993 -2.21913 0.69404 -0.006 -0.036 -0.061
H -0.65677 -3.62794 0.57108 0.044 -0.024 0.077
O -2.81069 -2.61519 0.18652 0.100 0.063 -0.185
C -1.71767 -1.77495 0.54843 -0.191 -0.363 0.236
O -1.80036 -0.59580 -0.18994 0.249 0.310 0.331
C -1.71248 -1.46418 2.05079 -0.236 0.165 -0.188
C -2.65943 -2.02750 2.89435 0.087 -0.021 0.065
C -2.67042 -1.69833 4.24584 -0.030 -0.053 -0.034
C -1.73889 -0.81160 4.75803 0.043 0.021 0.019
C -0.78012 -0.25552 3.91961 -0.018 -0.022 -0.036
C -0.77051 -0.58037 2.57283 -0.007 -0.050 -0.040
H -3.37641 -2.73598 2.50567 -0.033 0.001 -0.009
H -3.41051 -2.14347 4.89878 0.015 0.008 -0.025
H -1.74927 -0.56046 5.81081 -0.003 -0.002 -0.021
H -0.03962 0.42833 4.31449 -0.013 -0.021 -0.008
H -0.00958 -0.14754 1.93191 0.032 0.028 -0.008


Entry 5:
44
Properties=species:S:1:pos:R:3:forces:R:3 method="wB97M-V/def2-TZVPD" smiles="CN(C)c1cc(C(=O)N2C=C(c3ccc(Cl)cc3Cl)CCC2)ccn1" e_above_lowest_kcal_mol=0.0 e_homo_ev=-8.0 lumo_ha=0.010
O 0.66431 -1.91790 2.68218 -0.122 -0.002 -1.511
Cl 1.40639 3.87775 -5.47112 -0.177 0.335 -0.389
Cl 4.42005 2.29004 -1.39901 -0.261 -0.332 -0.005
N -3.72843 -0.51543 0.73195 0.116 0.036 0.310
C 0.39754 -1.55974 1.52611 0.816 0.136 2.694
C 1.34618 -0.51584 -0.44386 2.867 1.247 -2.261
C 2.44069 -0.24973 -1.26644 -2.071 -0.207 1.700
C -3.00992 -1.22660 -0.12761 0.323 -0.305 0.972
C -3.15553 -0.15661 1.90905 -1.880 0.726 -0.356
C 0.89900 1.57634 -4.12382 -0.130 0.318 -0.329
C 2.76181 2.85102 -3.40106 1.614 1.582 -0.324
C -1.68280 -1.59740 0.08227 0.336 -0.159 -0.327
C -1.83736 -0.48383 2.18528 1.578 -0.316 0.449
C 1.16311 0.61889 -3.15673 -0.191 1.317 -0.399
C 1.68868 2.71421 -4.25563 0.196 -1.311 0.797
C 3.06249 1.91475 -2.42330 -0.643 0.164 -0.767
C -1.03547 -1.20591 1.26350 -1.486 0.672 -1.070
C 2.24004 0.79018 -2.30154 0.643 -0.692 1.087
N -4.01037 0.57925 2.77665 1.244 -0.194 0.282
N 1.42356 -1.41310 0.59745 -0.954 -0.613 0.655
C -5.22445 1.18396 2.21713 0.149 -1.118 -0.375
C -3.61735 0.86479 4.19170 -0.910 -0.926 -0.710
C 3.75054 -0.96069 -1.12428 0.118 -0.513 -0.895
C 2.75881 -1.94278 0.94225 -0.176 -0.690 0.164
C 3.56898 -2.23611 -0.30015 -0.529 0.736 -1.250
H 0.51656 0.17333 -0.56496 -0.349 -0.608 0.350
H -3.52253 -1.65053 -0.97702 -0.195 0.332 -0.315
H 0.09082 1.45416 -4.81202 -0.511 -0.127 -0.213
H 3.46295 3.71727 -3.55499 -0.908 -0.910 0.344
H -1.21020 -2.21120 -0.69664 0.039 0.330 0.512
H -1.42216 -0.14164 3.12671 0.221 -0.197 -0.114
H 0.45306 -0.17661 -2.99023 0.246 -0.308 -0.166
H -5.65940 1.86672 2.92992 -0.109 -0.016 0.379
H -5.00012 1.76484 1.32080 0.033 -0.134 -0.082
H -5.94467 0.37755 1.94014 0.321 0.758 0.176
H -3.47592 -0.07067 4.75171 0.008 0.050 -0.237
H -4.41305 1.40577 4.73673 0.339 -0.147 -0.661
H -2.69817 1.41122 4.26704 0.523 0.544 -0.062
H 4.48358 -0.32171 -0.67147 0.415 0.456 0.298
H 4.15325 -1.19997 -2.14231 -0.289 0.102 0.719
H 2.66073 -2.88121 1.49763 -0.370 0.392 0.094
H 3.28573 -1.23596 1.57812 -0.010 0.200 0.143
H 3.01402 -2.89337 -0.98058 0.083 -0.403 0.478
H 4.53503 -2.66750 -0.06958 0.047 -0.202 0.211


no.,electronic energy (a.u.)
1,-2126.43618
2,-1664.10974
3,-4356.14187
4,-4759.33229
5,-1895.30007